This record from OMol25 describes a structure of composition C20H27BEuNO6P. The level of theory is wB97M-V/def2-TZVPD.

Structure (XYZ):
```
57
Properties=species:S:1:pos:R:3:forces:R:3
C 2.380 3.333 1.205 -0.62 0.47 -0.32
C 1.343 3.014 -0.011 2.89 0.24 -0.62
O 0.088 3.740 0.112 -2.28 -1.71 1.21
P -1.091 2.858 0.960 2.74 0.04 3.31
O -0.404 1.746 1.765 -1.98 1.63 -2.47
C -2.336 2.235 -0.321 -1.74 0.11 -0.63
C -2.407 0.627 -0.426 0.78 -0.09 0.35
C -2.494 0.095 -1.973 1.14 -0.12 0.60
C -1.124 -0.684 -2.293 0.14 -2.69 -0.03
C -0.913 -2.027 -1.812 0.11 3.22 -2.10
B -1.979 -2.882 -0.932 -0.74 -1.44 1.19
O -3.329 -3.196 -1.385 2.55 0.35 -0.23
C -1.469 -3.359 0.559 0.55 0.84 -0.35
C -2.513 -2.989 1.731 0.94 -0.01 -0.32
C 0.522 -2.641 -2.173 0.64 -4.56 -0.90
O 0.627 -3.913 -2.489 -0.68 7.13 1.88
C 1.738 -1.629 -2.116 0.85 2.59 -0.58
C 3.184 -1.967 -1.528 2.33 0.11 1.93
C 3.792 -1.027 -0.412 2.52 -4.51 -2.24
C 5.203 -1.525 0.033 -1.28 -0.16 -1.04
C 5.957 -2.738 -0.546 -3.35 1.74 -0.46
N 5.362 -3.548 -1.549 -1.77 3.46 1.85
C 4.065 -3.157 -1.956 -0.78 0.84 0.37
C 1.522 -0.280 -2.596 -1.28 -3.15 0.95
C 0.039 0.035 -3.134 1.05 1.44 -0.58
O -0.182 0.809 -4.106 -0.24 -2.67 3.37
O -1.845 3.912 2.096 0.95 -2.08 -2.80
C -2.381 3.156 3.223 -0.68 -0.40 2.45
C -1.345 3.089 4.483 -0.19 -0.82 -1.38
H 3.117 2.473 1.384 -1.25 1.21 -0.23
H 1.756 3.560 2.132 1.00 -0.59 -1.10
H 2.988 4.289 0.974 -1.06 -1.62 0.25
H 1.864 3.438 -0.955 -1.21 -0.59 1.36
H 1.228 1.891 -0.205 -0.20 1.54 0.62
H -2.144 2.712 -1.357 0.03 -0.68 1.76
H -3.400 2.585 -0.023 1.82 -0.28 -0.31
H -1.430 0.186 0.010 -1.58 0.73 -0.71
H -3.257 0.175 0.210 1.20 0.88 -1.16
H -2.581 0.983 -2.733 0.22 -0.88 1.34
H -3.422 -0.614 -2.049 1.41 0.72 0.71
H -3.553 -4.132 -1.190 -0.03 0.87 0.30
H -0.499 -2.770 0.794 -1.35 -1.07 -0.38
H -1.160 -4.464 0.534 -0.56 1.41 0.13
H -2.588 -1.841 1.759 -0.27 -1.74 -0.01
H -3.515 -3.507 1.543 1.37 0.90 0.59
H -2.019 -3.290 2.722 -1.10 0.28 -1.41
H 3.264 -0.112 0.004 0.86 -1.44 -0.52
H 5.729 -0.933 0.868 -0.92 -1.02 -1.50
H 7.011 -2.964 -0.139 -1.98 0.19 -0.92
H 3.579 -3.847 -2.746 1.02 1.19 1.41
H 2.352 0.504 -2.557 -1.46 -1.22 -0.47
H -2.674 2.076 2.955 0.52 1.67 0.11
H -3.336 3.691 3.595 1.54 -0.72 -1.00
H -1.500 3.941 5.224 0.30 -1.26 -1.12
H -1.518 2.052 4.952 0.28 1.76 -0.36
H -0.290 3.061 4.028 -1.55 0.22 0.93
Eu -4.012 -0.227 -4.144 0.35 -0.31 -0.71
```
Forces are in eV/Å.

Its total charge is +2. For the HOMO energy (alpha / beta), the calculation gives -13.1 / -13.1 eV. The calculation puts the orbital gap (alpha / beta) at 3.8 / 4.0 eV. The spin multiplicity is 8.

This record from OMol25 describes the molecule C4H6OS. The level of theory is wB97M-V/def2-TZVPD.

Structure (XYZ):
```
12
Properties=species:S:1:pos:R:3:forces:R:3
C 0.278 1.295 0.083 -1.96 0.00 -0.32
C -0.133 -0.222 0.079 0.70 1.51 -0.74
C -1.536 -0.522 -0.141 0.59 -1.80 -0.11
C -2.515 0.312 0.057 -1.52 0.65 -0.22
H 1.976 0.635 -0.200 0.96 -0.88 -0.04
H -0.029 1.748 1.046 -0.08 -0.22 -0.21
H -0.267 1.841 -0.737 -0.05 -0.70 0.76
H -1.805 -1.530 -0.493 0.49 0.40 0.17
H -2.394 1.305 0.426 0.12 0.57 0.20
H -3.516 0.003 -0.219 -0.10 0.10 0.23
O 1.603 1.509 -0.138 0.89 0.72 0.14
S 1.041 -1.328 0.051 -0.04 -0.36 0.13
```
Forces are in eV/Å.

Its total charge is 0. For the HOMO energy, the calculation gives -9.3 eV. The calculation puts the orbital gap at 8.4 eV. The structure (SMILES) is C=CC(=S)CO.

This record from OMol25 describes a structure of composition C68H77AsN2OP3Pt. The level of theory is wB97M-V/def2-TZVPD.

Structure (XYZ):
```
153
Properties=species:S:1:pos:R:3:forces:R:3
Pt -0.251 1.086 -0.753 -0.69 0.04 -0.54
C -1.491 -0.451 3.836 0.20 -0.12 0.16
C -0.695 0.546 2.999 0.10 0.63 0.14
C -1.292 1.956 3.086 0.08 0.01 0.04
P 1.096 0.587 3.532 -0.56 -1.56 -0.22
C 1.325 0.135 5.320 0.16 0.42 -0.36
C 1.136 -1.343 5.701 -0.15 -0.11 -0.05
C 2.690 0.673 5.766 0.02 0.10 0.01
C 2.029 -0.462 2.408 0.00 1.02 -0.38
C 2.755 -1.559 2.867 0.17 -0.21 0.08
C 3.659 -2.241 2.061 -0.11 0.05 0.13
C 4.442 -3.390 2.617 0.11 0.00 0.02
C 3.834 -1.794 0.754 0.04 0.03 0.07
C 3.087 -0.747 0.246 -0.02 0.55 0.08
C 2.209 -0.033 1.055 0.50 -0.57 0.53
N 1.623 1.139 0.534 -0.32 0.66 0.16
C 2.069 2.329 0.992 0.26 -0.32 -0.04
C 3.194 2.440 1.877 0.31 0.07 -0.13
C 3.654 3.657 2.312 -0.03 -0.32 0.04
C 3.058 4.851 1.895 0.00 0.13 -0.04
C 3.551 6.186 2.339 0.02 -0.02 0.05
C 1.996 4.761 0.976 -0.18 -0.21 -0.01
C 1.499 3.557 0.527 -0.27 0.23 -0.14
P 0.247 3.478 -0.793 -0.10 -0.12 -0.08
C 1.205 4.084 -2.276 -0.20 -0.09 0.07
C 1.843 5.467 -2.155 -0.02 -0.04 0.02
C 0.393 3.982 -3.572 0.01 -0.08 0.03
C -1.198 4.561 -0.344 0.23 -0.10 -0.14
C -2.049 4.783 -1.599 0.17 -0.02 -0.02
C -0.933 5.887 0.366 -0.02 -0.03 0.00
H -2.529 -0.432 3.503 -0.01 0.00 0.01
H -1.479 -0.184 4.893 -0.06 0.01 -0.01
H -1.112 -1.467 3.728 -0.09 0.15 0.11
H -0.673 0.222 1.952 0.12 -0.02 0.01
H -1.241 2.338 4.107 0.00 0.03 0.01
H -2.341 1.936 2.785 0.38 0.08 0.17
H -0.761 2.650 2.432 0.05 0.08 -0.01
H 0.544 0.735 5.798 -0.02 0.02 -0.03
H 2.100 -1.836 5.814 0.00 0.02 0.00
H 0.539 -1.913 4.992 0.03 -0.04 0.04
H 0.636 -1.394 6.668 0.00 0.03 0.01
H 3.504 0.169 5.241 -0.01 -0.01 0.01
H 2.819 0.492 6.832 -0.01 -0.01 0.00
H 2.777 1.747 5.593 0.03 -0.01 0.03
H 2.621 -1.901 3.883 0.03 0.01 -0.05
H 3.804 -4.039 3.218 0.01 -0.03 -0.02
H 5.242 -3.016 3.261 0.00 -0.04 0.01
H 4.900 -3.981 1.826 -0.04 -0.02 -0.01
H 4.579 -2.262 0.124 -0.03 -0.09 -0.03
H 3.259 -0.395 -0.763 -0.07 -0.08 -0.01
H 3.771 1.558 2.118 -0.13 -0.11 0.11
H 4.521 3.692 2.960 0.00 0.01 -0.01
H 4.480 6.106 2.898 0.00 0.02 0.00
H 2.808 6.670 2.978 0.00 -0.01 0.01
H 3.708 6.847 1.485 0.01 0.00 -0.01
H 1.577 5.683 0.601 0.02 0.01 0.02
H 2.013 3.343 -2.317 -0.02 -0.02 0.03
H 1.102 6.246 -1.972 -0.01 0.01 -0.01
H 2.329 5.699 -3.104 0.01 0.02 0.00
H 2.608 5.506 -1.383 0.01 0.04 -0.01
H -0.232 4.860 -3.722 0.01 0.00 0.00
H -0.254 3.105 -3.586 0.02 0.07 -0.04
H 1.078 3.928 -4.418 -0.01 0.00 -0.01
H -1.760 3.916 0.341 0.13 0.01 0.02
H -1.595 5.523 -2.255 0.01 0.00 -0.01
H -3.028 5.169 -1.314 0.04 0.08 -0.03
H -2.192 3.854 -2.158 -0.07 0.10 -0.09
H -0.363 6.579 -0.253 0.01 0.01 0.02
H -0.432 5.760 1.324 -0.04 0.01 0.00
H -1.899 6.354 0.564 0.00 0.03 0.01
C 1.387 -1.949 -4.204 0.03 0.12 0.06
C 1.800 -0.776 -3.313 -0.05 0.05 -0.10
C 3.293 -0.481 -3.461 -0.12 -0.03 0.05
C 1.006 0.510 -3.585 0.26 -0.06 -0.04
C 0.694 0.801 -5.061 0.21 -0.09 0.09
O -0.722 1.072 -5.064 -0.24 -0.07 -0.03
C -1.202 0.884 -3.840 0.27 -0.15 -0.01
N -0.331 0.527 -2.955 0.09 0.41 0.68
C -2.637 1.166 -3.697 -0.20 0.15 -0.17
C -3.333 1.377 -4.893 0.15 -0.05 0.02
C -4.660 1.764 -4.900 -0.06 0.02 0.09
C -5.312 1.965 -3.696 -0.04 -0.02 -0.12
C -4.648 1.721 -2.503 0.10 0.04 0.09
C -3.316 1.311 -2.474 0.07 0.12 0.13
P -2.621 0.770 -0.875 -0.26 -0.17 -0.04
C -3.573 1.631 0.424 0.18 0.13 -0.01
C -3.945 2.971 0.307 -0.04 -0.13 0.00
C -4.679 3.587 1.309 0.08 0.07 -0.01
C -5.032 2.879 2.449 0.02 -0.07 0.05
C -4.661 1.548 2.577 -0.16 0.03 -0.02
C -3.930 0.927 1.575 -0.33 -0.13 -0.28
C -3.329 -0.909 -0.720 0.38 -0.02 0.00
C -4.588 -1.226 -1.229 0.07 0.04 -0.10
C -5.141 -2.471 -0.985 -0.05 0.02 -0.01
C -4.455 -3.403 -0.220 0.00 -0.04 0.01
C -3.212 -3.088 0.304 0.09 -0.02 0.09
C -2.648 -1.848 0.045 0.00 0.11 -0.03
H 1.700 -2.890 -3.754 -0.06 -0.03 -0.04
H 1.863 -1.885 -5.183 -0.01 -0.01 -0.03
H 0.306 -1.999 -4.340 0.06 -0.05 -0.05
H 1.575 -1.038 -2.272 0.09 0.03 -0.01
H 3.529 -0.220 -4.496 0.05 0.01 0.00
H 3.896 -1.352 -3.201 0.00 0.00 -0.03
H 3.606 0.353 -2.827 0.04 0.00 -0.02
H 1.572 1.338 -3.142 -0.04 0.01 -0.04
H 0.872 -0.048 -5.717 -0.04 0.02 0.02
H 1.210 1.673 -5.457 -0.08 0.02 -0.01
H -2.816 1.232 -5.830 0.00 0.05 -0.02
H -5.174 1.916 -5.839 0.01 0.01 -0.01
H -6.343 2.292 -3.682 0.00 -0.01 0.03
H -5.189 1.846 -1.576 -0.02 -0.02 0.01
H -3.695 3.521 -0.590 -0.17 -0.14 0.14
H -4.986 4.618 1.194 0.00 0.01 0.01
H -5.597 3.363 3.235 -0.05 -0.01 -0.03
H -4.957 0.988 3.455 0.02 -0.01 0.00
H -3.669 -0.119 1.674 -0.06 0.01 -0.03
H -5.147 -0.515 -1.817 -0.02 -0.01 -0.05
H -6.115 -2.708 -1.390 0.01 -0.02 0.00
H -4.885 -4.377 -0.029 -0.02 0.01 -0.01
H -2.687 -3.815 0.906 0.08 -0.02 -0.03
H -1.665 -1.580 0.419 0.07 -0.13 0.07
C -2.116 -5.070 -3.402 -0.02 0.00 -0.06
C -1.341 -5.836 -2.542 0.13 -0.08 0.07
C -0.458 -5.224 -1.662 -0.25 -0.05 -0.12
C -0.373 -3.837 -1.629 0.22 -0.11 0.49
C -1.131 -3.074 -2.505 -0.05 0.01 0.17
C -2.005 -3.687 -3.390 -0.02 0.02 -0.03
As 0.808 -2.937 -0.338 -0.34 0.20 -0.24
C 0.438 -3.829 1.361 0.12 -0.24 -0.21
C -0.497 -3.498 2.330 0.00 -0.08 -0.10
C -0.637 -4.292 3.461 0.03 0.13 0.02
C 0.175 -5.406 3.632 0.00 0.01 0.06
C 1.140 -5.719 2.687 0.10 0.03 0.00
C 1.294 -4.926 1.553 -0.30 0.03 0.14
C 2.306 -5.124 0.503 0.10 0.04 -0.21
C 3.239 -6.156 0.455 0.01 0.02 0.01
C 4.151 -6.215 -0.588 -0.03 -0.06 0.05
C 4.140 -5.253 -1.591 0.05 0.09 0.00
C 3.212 -4.222 -1.550 -0.05 0.10 0.00
C 2.290 -4.163 -0.516 0.13 -0.20 0.10
H -2.789 -5.560 -4.094 -0.03 0.03 0.01
H -1.413 -6.916 -2.557 -0.02 0.01 -0.04
H 0.156 -5.837 -1.013 -0.03 0.02 0.05
H -1.027 -1.996 -2.491 -0.12 0.06 0.04
H -2.600 -3.084 -4.066 0.00 -0.03 -0.02
H -1.134 -2.630 2.211 0.00 -0.12 -0.15
H -1.383 -4.045 4.207 -0.02 -0.03 0.02
H 0.060 -6.024 4.512 0.00 -0.04 -0.02
H 1.773 -6.585 2.838 0.01 0.00 0.02
H 3.250 -6.920 1.221 0.04 0.00 0.01
H 4.876 -7.018 -0.618 -0.01 -0.01 -0.03
H 4.852 -5.307 -2.404 0.02 -0.01 0.02
H 3.218 -3.456 -2.318 -0.01 -0.10 -0.05
```
Forces are in eV/Å.

Its total charge is +3. For the HOMO energy (alpha / beta), the calculation gives -14.1 / -14.1 eV. The calculation puts the orbital gap (alpha / beta) at 7.3 / 4.2 eV. The spin multiplicity is 5.

Computed maximum force (Eh/bohr) in order:
0.1440; 0.0385; 0.0324